Below is a cluster of 2 separate species, H4I2OSi2 in total in a non-equilibrium geometry, with properties calculated with ωB97M-V with the def2-TZVPD basis set.

Atoms and positions in Å:
1 O 1.30573 0.91779 -0.26878
2 Si -1.60124 -0.85564 -1.11877
3 Si 1.94317 1.15784 1.03603
4 I -2.38072 0.97125 0.28554
5 I -0.46276 -2.53759 0.21509
6 H -0.63641 -0.45290 -2.19312
7 H -2.72948 -1.78735 -1.40647
8 H 3.05591 2.20861 1.22263
9 H 1.50580 0.37799 2.22784

Summary:
energy above the lowest of the compared OMol25 structures with the same formula, charge and spin	2.4990	eV
SMILES	I[SiH2]I.O=[SiH2]
HOMO-LUMO gap	9.0148	eV
total charge	0

Atomic partial charges in e from the natural (NBO) method, atoms 1 to 6: O -1.1724; Si 0.6435; Si 1.6108; I -0.1779; I -0.2336; H -0.1011